Record 1
ORCA calculation (the ωB97M-V functional and the def2-TZVPD basis) on a molecular structure, C22H45CoN2P3SSe.

Properties
Charge: +3
Orbital gap (alpha / beta) in eV: 6.91 / 4.14
Total energy in eV: -168171.183
Lowest unoccupied orbital energy (alpha / beta) in eV: -8.335 / -12.400
Spin multiplicity: 5
Relative energy (zero: lowest compared OMol25 entry of this formula, charge and spin) in kcal per mole: 50.38

Cartesian coordinates (Å):
Co -0.082 1.238 0.040
P 1.577 2.262 0.813
P -1.347 1.064 1.648
P -1.059 2.421 -1.335
H -0.045 -3.251 -6.677
C 0.282 -2.268 -7.063
C 1.496 -1.738 -6.837
H 2.223 -2.189 -6.145
C 2.878 1.243 1.620
C 1.283 3.565 2.049
C 2.526 3.158 -0.461
C -2.556 -0.301 1.471
C -0.687 0.773 3.365
C -2.399 2.522 2.013
C -0.313 2.498 -2.999
C -1.183 4.171 -0.836
C -2.767 1.908 -1.683
H -0.359 -1.871 -7.867
H 1.901 -0.972 -7.525
H 3.610 0.900 0.874
H 2.436 0.349 2.086
H 3.383 1.851 2.382
H 0.799 3.166 2.943
H 0.650 4.347 1.622
H 2.250 3.995 2.330
H 2.844 2.486 -1.263
H 3.414 3.596 0.008
H 1.918 3.963 -0.885
H -3.305 -0.255 2.275
H -2.028 -1.265 1.502
H -3.065 -0.202 0.504
H -1.502 0.914 4.096
H 0.127 1.481 3.591
H -0.308 -0.262 3.441
H -3.013 2.330 2.901
H -3.050 2.747 1.167
H -1.767 3.392 2.209
H -0.986 3.094 -3.635
H -0.200 1.485 -3.421
H 0.668 2.987 -2.917
H -1.952 4.627 -1.472
H -0.206 4.650 -0.980
H -1.480 4.250 0.218
H -3.174 2.635 -2.401
H -3.352 1.923 -0.753
H -2.770 0.893 -2.105
C 0.519 -1.322 -2.220
C -0.853 -1.526 -2.037
C -1.567 -2.196 -3.028
C -0.871 -2.776 -4.107
C 0.536 -2.773 -4.126
C 1.247 -1.961 -3.236
S 1.355 -0.003 -1.440
H 1.983 0.455 -2.565
H -1.377 -1.057 -1.185
H -2.654 -2.253 -3.008
H -1.392 -3.260 -4.954
H 1.103 -3.273 -4.920
H 2.313 -1.701 -3.323
C -1.112 -4.469 2.525
N -0.213 -3.863 3.479
C -0.070 -4.238 4.798
C 0.848 -3.418 5.372
N 1.251 -2.538 4.385
C 2.225 -1.474 4.572
C 0.602 -2.801 3.200
Se 0.760 -1.946 1.591
H -2.035 -3.892 2.440
H -1.337 -5.477 2.874
H -0.629 -4.509 1.548
H -0.627 -5.058 5.202
H 1.248 -3.372 6.374
H 2.809 -1.693 5.479
H 2.898 -1.421 3.703
H 1.729 -0.495 4.700

These are the Mulliken partial charges, in e, on atoms 1 to 4:
1. Co -0.16
2. P 1.23
3. P 0.39
4. P 1.04



Record 2
ORCA calculation (the ωB97M-V functional and the def2-TZVPD basis) on 5 unconnected molecules or ions with the total composition C19H28BF14NO12S.

Properties
Orbital gap in eV: 10.79
SMILES: COB(O)N(CCF)S(=O)(=O)F.CCOC(=O)C(F)(F)F.CCOC(=O)C(F)(F)F.CCOC(=O)C(F)(F)F.CCOC(=O)C(F)(F)F
Total energy in eV: -95777.430
Lowest unoccupied orbital energy in eV: 0.463

Cartesian coordinates (Å):
C -1.177 -0.183 0.093
O -2.075 -0.628 -0.923
B -3.011 0.267 -1.377
O -2.920 0.787 -2.621
N -4.181 0.787 -0.582
C -3.819 1.906 0.338
C -4.599 3.179 0.003
F -3.712 4.225 -0.222
S -5.144 -0.391 0.012
O -4.590 -1.680 -0.226
O -6.494 -0.174 -0.382
F -5.079 -0.127 1.549
H -0.745 0.792 -0.127
H -1.710 -0.111 1.046
H -0.393 -0.922 0.215
H -2.113 0.479 -3.049
H -2.775 2.158 0.149
H -3.881 1.637 1.386
H -5.164 3.025 -0.913
H -5.277 3.454 0.810
C -4.805 0.928 4.341
C -4.840 2.381 4.763
O -3.741 2.685 5.646
C -2.585 2.908 5.046
O -2.374 2.924 3.869
C -1.496 3.174 6.100
F -1.565 2.256 7.071
F -1.642 4.383 6.651
F -0.289 3.128 5.545
H -4.806 0.280 5.217
H -5.675 0.696 3.731
H -3.909 0.699 3.766
H -5.744 2.591 5.330
H -4.821 3.059 3.910
C -0.343 -0.116 5.712
C 0.398 -0.813 4.593
O -0.102 -2.149 4.378
C -1.227 -2.231 3.687
O -1.855 -1.323 3.228
C -1.617 -3.710 3.506
F -1.521 -4.378 4.659
F -0.800 -4.289 2.619
F -2.861 -3.814 3.063
H -0.296 -0.704 6.629
H 0.103 0.853 5.893
H -1.395 0.019 5.462
H 1.449 -0.931 4.845
H 0.341 -0.249 3.663
C 2.234 -3.104 -4.149
C 2.024 -1.896 -5.035
O 1.358 -0.829 -4.324
C 2.120 -0.100 -3.529
O 3.293 -0.217 -3.337
C 1.265 1.003 -2.880
F 0.113 0.501 -2.400
F 0.958 1.945 -3.776
F 1.908 1.580 -1.875
H 1.289 -3.443 -3.723
H 2.672 -3.916 -4.726
H 2.903 -2.872 -3.321
H 1.369 -2.142 -5.867
H 2.963 -1.530 -5.449
C 7.509 1.148 -4.767
C 8.195 0.092 -5.605
O 7.792 -1.236 -5.212
C 6.621 -1.644 -5.669
O 5.870 -1.040 -6.375
C 6.348 -3.079 -5.183
F 6.601 -3.211 -3.880
F 7.114 -3.953 -5.843
F 5.074 -3.394 -5.395
H 7.692 0.970 -3.707
H 7.886 2.136 -5.028
H 6.431 1.137 -4.923
H 9.271 0.121 -5.451
H 8.007 0.233 -6.669

These are the Mulliken partial charges, in e, on atoms 1 to 4:
1. C -0.51
2. O -0.41
3. B 0.70
4. O -0.46



Record 3
ORCA calculation (the ωB97M-V functional and the def2-TZVPD basis) on a gas-phase ion, C3H7N (charge -1).

Properties
Charge: -1
Orbital gap (alpha / beta) in eV: 4.22 / 7.03
Total energy in eV: -4711.687
Lowest unoccupied orbital energy (alpha / beta) in eV: 5.131 / 5.004
Spin multiplicity: 2
Relative energy (zero: lowest compared OMol25 entry of this formula, charge and spin) in kcal per mole: 15.57

Cartesian coordinates (Å):
N 1.691 -0.842 -0.131
C 0.595 -0.051 0.528
C -1.608 0.984 -0.174
C -0.726 -0.107 -0.150
H 1.881 -0.382 -1.005
H 1.416 -1.803 -0.303
H 0.995 0.964 0.573
H 0.591 -0.448 1.575
H -2.248 1.194 -1.028
H -1.710 1.576 0.742
H -0.877 -1.086 -0.628

These are the Mulliken partial charges, in e, on atoms 1 to 4:
1. N -0.77
2. C -0.57
3. C -0.75
4. C -0.65



Record 4
ORCA calculation (the ωB97M-V functional and the def2-TZVPD basis) on a single C3H4OP2 molecule.

Properties
Orbital gap in eV: 7.89
SMILES: C#P1C=C(O)P1
Total energy in eV: -23795.277
Lowest unoccupied orbital energy in eV: -0.912
Relative energy (zero: lowest compared OMol25 entry of this formula, charge and spin) in kcal per mole: 92.05

Cartesian coordinates (Å):
C 0.024 2.740 0.653
P -0.368 1.143 0.852
C 0.643 -0.358 0.423
C -0.030 -0.765 -0.684
O -0.001 -2.001 -1.220
P -1.482 0.299 -0.799
H 1.049 2.794 0.793
H 1.655 -0.824 0.795
H 0.784 -2.484 -0.964
H -2.274 -0.544 0.152

These are the Mulliken partial charges, in e, on atoms 1 to 4:
1. C -0.40
2. P 0.03
3. C -0.38
4. C 0.46